# C28H39BrN3O2Si3V

A molecular structure, C28H39BrN3O2Si3V (ωB97M-V/def2-TZVPD, OMol25).

Each line ends with the Mulliken charge.
Atoms and positions in Å:
V1 0.2457 0.7322 1.3899  -0.466
C1 -0.3741 3.7999 2.3332  -1.388
O1 -0.7763 2.6721 1.5049  -0.463
C2 -1.7997 2.9471 0.5831  0.479
C3 -2.6132 4.0590 0.6230  -0.435
C4 -3.5242 4.2339 -0.4180  -0.591
Br1 -4.6263 5.7475 -0.4059  -0.126
C5 -3.6235 3.3143 -1.4490  -0.678
C6 -2.8279 2.1704 -1.4485  0.114
C7 -1.9132 2.0178 -0.4265  0.128
O2 -0.9721 0.9886 -0.3763  1.183
C8 -2.9035 1.1857 -2.5440  -0.286
N1 -2.6729 1.4527 -3.7892  -0.651
C9 -2.8228 0.2295 -4.4472  0.855
C10 -2.6963 -0.0655 -5.8052  -0.880
C11 -2.9185 -1.3677 -6.1955  -0.495
C12 -3.2626 -2.3657 -5.2646  -0.584
C13 -3.3851 -2.0922 -3.9178  -0.909
C14 -3.1499 -0.7744 -3.5360  0.370
N2 -3.1637 -0.1471 -2.2924  0.227
H1 -0.2571 4.6759 1.6995  0.583
H2 0.5808 3.5356 2.7746  0.428
H3 -1.1218 3.9744 3.1040  0.388
H4 -2.5540 4.7900 1.4147  0.618
H5 -4.3207 3.4603 -2.2621  0.656
H6 -0.9536 0.4772 -1.2070  -0.768
H7 -2.4431 0.7087 -6.5163  0.471
H8 -2.8383 -1.6335 -7.2403  0.428
H9 -3.4425 -3.3722 -5.6173  0.419
H10 -3.6612 -2.8619 -3.2091  0.468
H11 -3.6494 -0.4885 -1.4792  0.344
C15 0.2028 -1.2455 -2.3332  -1.566
Si1 1.6860 -0.7113 -1.3140  1.179
C16 3.0786 -1.8955 -1.6490  -1.141
C17 2.1543 1.0359 -1.8043  -1.502
C18 1.2817 -0.6366 0.5750  1.797
Si2 0.0777 -2.0482 1.2660  0.378
C19 0.1398 -2.2485 3.1230  -1.210
C20 -1.7138 -1.6094 0.9161  -0.793
C21 0.5396 -3.6262 0.4153  -0.982
Si3 2.9262 -0.6090 1.5598  -1.031
C22 4.2382 0.4975 0.8661  -1.128
C23 3.5832 -2.2994 1.9386  -0.966
C24 2.3752 0.2149 3.2028  0.344
C25 3.1224 0.2664 4.3727  -0.812
C26 2.6024 0.8458 5.5171  -0.421
C27 1.3159 1.3701 5.4906  -1.089
C28 0.6157 1.3232 4.3086  -0.403
N3 1.1335 0.7792 3.1884  0.929
H12 0.5677 -1.8655 -3.1562  0.488
H13 -0.3095 -0.4081 -2.8224  0.396
H14 -0.5398 -1.8474 -1.8118  0.292
H15 3.3045 -1.8402 -2.7178  0.439
H16 2.7984 -2.9256 -1.4287  0.361
H17 4.0053 -1.6718 -1.1197  0.292
H18 1.7070 1.2882 -2.7684  0.532
H19 3.2327 1.1568 -1.9100  0.437
H20 1.8150 1.7896 -1.0875  0.229
H21 -0.3843 -1.4496 3.6528  0.287
H22 1.1380 -2.3295 3.5494  0.281
H23 -0.3909 -3.1762 3.3569  0.491
H24 -2.1027 -0.6783 1.3456  0.386
H25 -2.2924 -2.4111 1.3853  0.625
H26 -1.9340 -1.6023 -0.1497  -0.085
H27 1.5439 -3.9538 0.6813  0.313
H28 0.4756 -3.5514 -0.6700  0.310
H29 -0.1606 -4.4020 0.7369  0.499
H30 4.6515 0.1491 -0.0799  0.362
H31 5.0585 0.5198 1.5893  0.460
H32 3.8874 1.5214 0.7278  0.365
H33 3.8338 -2.8358 1.0226  0.389
H34 2.9015 -2.9162 2.5200  0.358
H35 4.5086 -2.1906 2.5107  0.450
H36 4.1126 -0.1710 4.3874  0.488
H37 3.1849 0.8775 6.4286  0.472
H38 0.8624 1.8068 6.3688  0.475
H39 -0.3935 1.7099 4.2397  0.588

Computed properties:
LUMO energy (spin up / spin down) ... -7.28 / -6.61 eV
HOMO energy (spin up / spin down) ... -13.10 / -13.10 eV
2S+1 ... 3
Total charge ... +2

# C28H39EuN10O4S

A molecular structure, C28H39EuN10O4S (ωB97M-V/def2-TZVPD, OMol25).

Each line ends with the Mulliken charge.
Atoms and positions in Å:
Eu1 0.8488 -0.9902 0.0899  0.250
O1 4.1536 -3.9523 -1.6085  -0.435
C1 3.4276 -3.0605 -0.9916  0.114
O2 2.4438 -2.5102 -1.4849  -0.406
C2 3.8789 -2.7074 0.3772  0.325
C3 5.0170 -3.2090 0.9972  -0.744
C4 5.3243 -2.7406 2.2712  -0.552
C5 4.5162 -1.7791 2.8551  -1.056
C6 3.4029 -1.3224 2.1499  0.616
N1 3.0832 -1.7912 0.9474  0.514
C7 2.4788 -0.1849 2.6459  -0.050
O3 2.7703 0.4249 3.6521  -0.665
O4 1.4708 0.0169 1.8855  0.083
H1 3.8668 -4.1347 -2.5201  0.402
H2 5.6326 -3.9444 0.5047  0.583
H3 6.1858 -3.1222 2.7925  0.497
H4 4.7248 -1.3731 3.8331  0.604
N2 -0.4540 -2.5337 -1.8693  -0.447
N3 -1.4766 -3.2996 -1.2665  -0.145
C8 -1.3302 -3.8362 -0.0386  0.757
N4 -2.3349 -4.5517 0.4650  -0.403
S1 0.0973 -3.6504 0.8372  -0.490
H5 -0.8771 -1.9043 -2.5603  0.153
H6 0.2027 -3.1492 -2.3652  0.342
H7 -2.2738 -3.5756 -1.8311  0.265
H8 -3.1783 -4.7554 -0.0455  0.189
H9 -2.1893 -5.0279 1.3409  0.229
C9 -3.5672 1.5939 2.8859  -1.167
N5 -2.8405 1.3055 1.6650  0.403
C10 -3.3108 2.0795 0.5423  -0.340
C11 -1.8530 0.3848 1.6284  -0.236
N6 -1.3813 -0.1931 0.5267  1.613
C12 -2.1892 -0.3058 -0.6262  -0.262
C13 -3.4328 -0.8992 -0.4884  -0.032
C14 -4.2904 -1.0953 -1.5737  -1.347
C15 -3.9126 -0.6842 -2.8189  -1.012
C16 -2.6543 -0.0808 -3.0270  1.410
C17 -2.3063 0.3403 -4.3282  -1.055
C18 -1.1091 0.9511 -4.5701  -1.079
C19 -0.2099 1.1499 -3.5201  -0.533
C20 -0.5010 0.7540 -2.2261  -0.239
N7 0.4814 0.9192 -1.2264  1.141
C21 1.0953 2.0729 -1.0141  0.017
N8 2.2847 2.0140 -0.3373  0.484
C22 2.6188 2.9100 0.7525  -1.181
C23 3.3248 1.0696 -0.6938  -1.224
N9 0.6454 3.2941 -1.3660  0.387
C24 1.5249 4.4378 -1.5159  -1.160
C25 -0.7410 3.6036 -1.6213  -0.296
C26 -1.7533 0.1117 -1.9341  -1.119
N10 -1.3479 0.0270 2.8424  0.221
C27 -0.9875 -1.3392 3.1360  -0.689
C28 -0.8144 1.0038 3.7739  -1.025
H10 -4.6113 1.7627 2.6224  0.420
H11 -3.1902 2.4896 3.3826  0.340
H12 -3.5045 0.7509 3.5684  0.374
H13 -3.3332 3.1358 0.8224  0.523
H14 -4.3224 1.7701 0.2663  0.349
H15 -2.6617 1.9476 -0.3131  -0.430
H16 -3.7423 -1.2039 0.5005  0.638
H17 -5.2507 -1.5616 -1.4166  0.467
H18 -4.5730 -0.7944 -3.6632  0.473
H19 -3.0187 0.1738 -5.1203  0.509
H20 -0.8567 1.2878 -5.5628  0.419
H21 0.7443 1.6159 -3.7188  0.625
H22 1.7406 3.4794 1.0363  0.380
H23 3.4356 3.5886 0.4979  0.366
H24 2.9236 2.3184 1.6188  0.272
H25 3.7333 0.5939 0.2056  0.319
H26 4.1519 1.6004 -1.1884  0.465
H27 2.9462 0.3075 -1.3937  0.315
H28 2.5571 4.1207 -1.6284  0.365
H29 1.4452 5.1223 -0.6706  0.356
H30 1.2248 4.9780 -2.4143  0.406
H31 -1.3645 2.7312 -1.4658  -0.415
H32 -0.8831 3.9435 -2.6494  0.330
H33 -1.0652 4.4031 -0.9496  0.469
H34 -1.3344 -1.9859 2.3271  0.023
H35 -1.4865 -1.6414 4.0628  0.498
H36 0.0916 -1.4539 3.2861  0.040
H37 -0.9638 2.0117 3.4001  0.357
H38 0.2612 0.8445 3.8716  0.219
H39 -1.2779 0.9027 4.7567  0.321

Computed properties:
LUMO energy (spin up / spin down) ... -5.86 / -5.60 eV
HOMO energy (spin up / spin down) ... -12.58 / -12.58 eV
2S+1 ... 7
Total charge ... +2

# C28H39N7O7P2Rb

A molecular structure, C28H39N7O7P2Rb (ωB97M-V/def2-TZVPD, OMol25).

Each line ends with the Mulliken charge.
Atoms and positions in Å:
Rb1 1.7585 -0.6372 0.6212  0.394
C1 -1.9010 -3.4766 2.9229  -0.752
C2 -0.6504 -2.8468 2.7364  -0.437
N1 -0.5205 -1.5569 2.5541  -0.292
C3 -1.6294 -0.7728 2.5138  0.283
C4 -2.9321 -1.3216 2.6362  1.849
C5 -3.0296 -2.7135 2.8649  -0.846
C6 -4.0726 -0.4934 2.5324  -1.091
C7 -3.8942 0.8451 2.3145  -1.024
C8 -2.6139 1.4103 2.2273  -0.003
C9 -1.4501 0.6545 2.3392  -0.568
N2 -0.1819 1.1451 2.2194  0.267
C10 0.1790 2.2862 2.8225  0.215
C11 -0.5239 2.9585 3.8397  -0.689
C12 -0.0329 4.1123 4.4562  -0.906
C13 1.1660 4.6800 4.1077  -0.963
C14 1.9335 4.0513 3.1011  0.941
C15 3.1923 4.5501 2.6961  -0.666
C16 3.9130 3.9030 1.7350  -0.947
C17 3.3641 2.7418 1.1604  -0.517
N3 2.1953 2.2556 1.5005  0.573
C18 1.4658 2.8748 2.4593  0.026
H1 -1.9467 -4.5452 3.0914  0.388
H2 0.2653 -3.4275 2.7083  0.526
H3 -4.0138 -3.1557 2.9816  0.376
H4 -5.0607 -0.9303 2.6146  0.361
H5 -4.7572 1.4935 2.2102  0.362
H6 -2.5207 2.4759 2.0643  0.376
H7 -1.4680 2.5541 4.1762  0.473
H8 -0.6293 4.5671 5.2407  0.354
H9 1.5374 5.5766 4.5884  0.348
H10 3.5732 5.4487 3.1697  0.381
H11 4.8828 4.2618 1.4144  0.396
H12 3.9019 2.1946 0.3912  0.531
N4 -0.6989 3.0916 -0.3439  -0.293
C19 0.2387 3.8686 -1.1536  -0.389
C20 0.4665 3.2021 -2.5067  -1.189
C21 1.2010 1.8658 -2.4018  0.728
C22 2.7109 2.0277 -2.2753  -1.118
N5 3.3068 0.8177 -1.7215  -0.063
H13 -1.0925 3.6771 0.3834  0.312
H14 -0.2205 2.3499 0.1625  -0.166
H15 1.2021 4.0286 -0.6492  0.107
H16 -0.1986 4.8568 -1.3192  0.524
H17 1.0358 3.8767 -3.1570  0.386
H18 -0.5136 3.0569 -2.9689  0.345
H19 0.9862 1.2375 -3.2713  0.477
H20 0.8300 1.3066 -1.5351  -0.440
H21 2.9300 2.8693 -1.6096  0.448
H22 3.1102 2.2981 -3.2644  0.315
H23 4.3039 0.7715 -1.8871  0.209
H24 2.8849 -0.0168 -2.1275  0.038
O1 3.4766 -5.2873 0.1777  -0.570
P1 2.9154 -3.7866 -0.0405  0.665
O2 1.9609 -3.4787 1.0635  -0.396
O3 4.0384 -2.8600 -0.3736  -0.810
O4 2.0656 -3.9995 -1.4253  -0.336
P2 2.0372 -2.9167 -2.6348  0.233
O5 3.5636 -2.8384 -3.0761  -0.615
O6 1.1733 -3.5015 -3.7162  -1.011
O7 1.5702 -1.6056 -2.0630  -0.222
H25 2.9562 -5.6957 0.8768  0.285
H26 4.0721 -2.7708 -2.2302  0.389
C23 -1.0462 -3.2555 -1.4613  0.160
C24 -1.8572 -2.3337 -0.5572  0.720
N6 -2.8911 -1.6480 -1.3414  -0.110
C25 -3.5596 -2.6025 -2.2198  -0.655
C26 -2.5841 -3.2020 -3.2813  -0.495
N7 -1.2272 -2.7727 -2.8738  0.527
C27 -1.1606 -1.2756 -3.0416  0.013
C28 -2.2406 -0.6251 -2.1541  -0.346
H27 -1.3882 -4.2908 -1.4536  0.407
H28 0.0038 -3.2481 -1.2028  -0.564
H29 -1.1384 -1.6195 -0.1534  -0.453
H30 -2.3059 -2.8785 0.2709  -0.095
H31 -4.3823 -2.0923 -2.7223  0.396
H32 -3.9870 -3.3979 -1.6075  0.296
H33 -2.7782 -2.8291 -4.2862  0.335
H34 -2.6110 -4.2906 -3.2971  0.404
H35 -0.3869 -3.1660 -3.4142  0.338
H36 -1.3316 -1.1010 -4.1041  0.499
H37 -0.1471 -0.9834 -2.7829  -0.374
H38 -2.9970 -0.1119 -2.7510  0.279
H39 -1.7950 0.1159 -1.4888  0.154

Computed properties:
LUMO energy ... 2.02 eV
HOMO energy ... -3.65 eV
Total charge ... -1

no.,energy (hartree),maximum force (eV/Å)
1,-5791.1871,1.390
2,-3047.1029,1.737
3,-2707.5945,0.565